w.
The following is a quantum chemistry calculation of C2H3N3O in the gas phase, from the Open Molecules 2025 dataset.

Positions of all 9 atoms, in Å:
1 C 0.4629 0.4484 -0.0509
2 C 1.8453 0.3775 0.3185
3 H -2.1832 -0.9114 -0.4227
4 H 0.1806 -1.4912 0.3277
5 H -1.2748 1.4735 -0.0870
6 N -0.1855 -0.7611 -0.1463
7 N -0.3247 1.5612 -0.0495
8 N 2.9033 -0.2861 -0.0994
9 O -1.4239 -0.4108 0.2095

Computed properties:
- HOMO energy (eV) = -9.823
- Kohn-Sham gap (eV) = 8.97
- SMILES = [H]/N=C(/C#N)NO

---

x.
The following is a quantum chemistry calculation of C2H3N3O in the gas phase, from the Open Molecules 2025 dataset.

Positions of all 9 atoms, in Å:
1 O -1.7238 -0.2183 0.0631
2 C -0.3898 0.1169 -0.0160
3 N 0.4564 -1.0549 -0.1461
4 N 1.5808 -0.8819 0.3428
5 N 0.1131 1.2822 0.7845
6 C -0.0900 1.4326 -0.4523
7 H -1.8159 -1.1248 0.3807
8 H 2.0898 -1.7700 0.2286
9 H -0.2206 2.2180 -1.1853

Computed properties:
- HOMO energy (eV) = -9.676
- Kohn-Sham gap (eV) = 10.04
- SMILES = [H]/N=N/[C@]1(O)C=N1

---

Stability check: which of them is least stable? w.

---

w.
The following is a quantum chemistry calculation of C2H3N3O in the gas phase, from the Open Molecules 2025 dataset.

Positions of all 9 atoms, in Å:
1 O 2.1908 -0.4517 -0.0545
2 C 0.8698 -0.3208 -0.1862
3 N 0.4446 0.8706 0.1913
4 N -0.8797 0.6896 0.2285
5 C -1.1745 -0.5410 -0.2027
6 N -0.0796 -1.2306 -0.4823
7 H 2.2526 0.4171 0.3934
8 H -1.4785 1.4800 0.3966
9 H -2.1856 -0.9009 -0.2803

Computed properties:
- HOMO energy (eV) = -9.396
- Kohn-Sham gap (eV) = 10.23
- SMILES = Oc1nc[nH]n1

---

x.
The following is a quantum chemistry calculation of C2H3N3O in the gas phase, from the Open Molecules 2025 dataset.

Positions of all 9 atoms, in Å:
1 O -1.5084 0.4585 -1.6394
2 C -0.7958 0.2080 -0.5087
3 N -0.3303 -0.9622 -0.2664
4 N 0.6857 -0.8967 0.5959
5 C 0.7462 0.6579 1.0597
6 N -0.0769 1.3255 0.3424
7 H -0.9848 0.1480 -2.4038
8 H 0.7449 -1.8538 1.0097
9 H 1.5194 0.9148 1.8106

Computed properties:
- HOMO energy (eV) = -9.256
- Kohn-Sham gap (eV) = 10.11
- SMILES = Oc1nc[nH]n1

---

Stability check: which of them is least stable? x.

---

w.
The following is a quantum chemistry calculation of a molecular structure, C2H3N3O, from the Open Molecules 2025 dataset.

Positions of all 9 atoms, in Å:
1 N -0.9194 -1.1277 1.1265
2 C -0.3977 -0.0222 0.5639
3 N -0.2480 1.1884 0.8080
4 O 1.6428 1.7221 -0.7806
5 C 1.1502 0.7071 -1.2082
6 N 0.0034 0.1000 -0.7465
7 H -1.2172 -1.8170 0.4517
8 H -1.5519 -0.9520 1.8937
9 H 1.5378 0.2013 -2.1085

Computed properties:
- HOMO energy (spin up / spin down) (eV) = -9.923 / -9.924
- Kohn-Sham gap (spin up / spin down) (eV) = 9.04 / 9.03

---

x.
The following is a quantum chemistry calculation of 2 unconnected molecules or ions with the total composition C2H3N3O, from the Open Molecules 2025 dataset.

Positions of all 9 atoms, in Å:
1 O -0.9849 0.6353 -1.9777
2 C -1.1944 0.1702 -0.7596
3 N -0.7083 -0.7546 -0.1334
4 N -0.1791 -1.3873 0.8079
5 C 1.3073 1.1205 1.2212
6 N 1.4217 2.0960 0.6159
7 H -0.1890 0.2425 -2.3762
8 H -0.5976 -2.3213 0.8367
9 H 1.1561 0.1815 1.7241

Computed properties:
- HOMO energy (spin up / spin down) (eV) = -9.429 / -9.429
- Kohn-Sham gap (spin up / spin down) (eV) = 9.16 / 9.16

---

Stability check: which of them is least stable? x.

---

w.
The following is a quantum chemistry calculation of a gas-phase ion, C2H9N5 (charge +2), from the Open Molecules 2025 dataset.

Positions of all 16 atoms, in Å:
1 C -1.4797 -0.1556 0.3255
2 C 0.8143 0.8099 -0.0101
3 N 1.7907 0.0997 0.2730
4 N -2.7814 -0.4258 -0.0851
5 N 0.6766 2.0731 0.0355
6 N -0.6028 0.1556 -0.5916
7 N 2.1785 -1.2170 0.1054
8 H -1.1929 -0.0243 1.3177
9 H -3.5850 -0.7735 0.3999
10 H -2.9696 -0.4786 -1.0761
11 H 1.3983 2.6078 0.5255
12 H -0.1594 2.5101 -0.1288
13 H -0.8888 -0.2243 -1.4644
14 H 1.7160 -1.8454 0.9187
15 H 1.8578 -1.8194 -0.6915
16 H 3.2273 -1.2923 0.1465

Computed properties:
- HOMO energy (eV) = -19.097
- total charge = +2
- Kohn-Sham gap (eV) = 11.18
- SMILES = N/C=[NH+]/C(N)=N\[NH3+]

---

x.
The following is a quantum chemistry calculation of a gas-phase ion, C2H9N5 (charge +2), from the Open Molecules 2025 dataset.

Positions of all 16 atoms, in Å:
1 C 0.0875 -0.4809 -0.1774
2 C -0.0080 -1.3443 -1.3555
3 N 0.8804 -1.0630 0.8712
4 N -0.3943 0.7790 -0.0935
5 N -1.4949 1.1143 -0.8864
6 N 1.0424 -0.7864 2.0080
7 N 0.2080 1.6933 0.5980
8 H -0.1163 -2.4646 -1.1896
9 H 0.9871 -1.3137 -1.9181
10 H -0.7958 -1.2835 -2.1531
11 H -1.7921 0.4716 -1.6236
12 H -1.9416 1.9695 -0.6052
13 H 1.5062 -1.4629 2.6750
14 H 0.9676 0.0499 2.5170
15 H 1.2884 1.7273 0.3488
16 H -0.4246 2.3945 0.9842

Computed properties:
- HOMO energy (spin up / spin down) (eV) = -19.061 / -19.058
- total charge = +2
- Kohn-Sham gap (spin up / spin down) (eV) = 7.56 / 7.56

---

Stability check: which of them is least stable? x.

---

w.
The following is a quantum chemistry calculation of C20H23NO4 in the gas phase, from the Open Molecules 2025 dataset.

Positions of all 48 atoms, in Å:
1 C -5.9935 -1.1560 -1.7830
2 C -5.6608 0.1546 -1.0862
3 H -5.1483 0.8327 -1.7764
4 H -6.5592 0.6324 -0.6905
5 O -4.8248 -0.0609 0.0551
6 C -3.5154 -0.1954 -0.1697
7 O -2.9881 -0.0792 -1.2421
8 C -2.7959 -0.5060 1.1297
9 N -1.3615 -0.4455 0.9877
10 C -0.7154 0.6999 0.6514
11 C 0.6360 0.7179 0.4314
12 C 1.3688 -0.4889 0.5380
13 C 0.7160 -1.6302 0.9027
14 C -0.6900 -1.6729 1.1423
15 O -1.3264 -2.6686 1.4653
16 H 1.2417 -2.5682 0.9907
17 C 2.8176 -0.5334 0.2619
18 C 3.7103 -0.9245 1.2466
19 C 5.0704 -0.9814 0.9923
20 C 5.5407 -0.6548 -0.2651
21 C 4.6637 -0.2783 -1.2698
22 C 3.2987 -0.2152 -1.0196
23 O 2.3552 0.1215 -1.9421
24 C 2.7636 0.4040 -3.2565
25 H 3.2720 -0.4505 -3.7145
26 H 3.4189 1.2810 -3.2966
27 H 1.8482 0.6134 -3.8078
28 H 5.0557 -0.0383 -2.2457
29 H 6.5988 -0.6956 -0.4773
30 H 5.7555 -1.2805 1.7706
31 H 3.3266 -1.1753 2.2244
32 C 1.2545 2.0515 0.1433
33 C 0.8019 3.0609 1.2048
34 C -0.7266 3.0841 1.3675
35 C -1.4290 2.0088 0.5221
36 H -2.4754 1.9503 0.8151
37 H -1.3989 2.3031 -0.5307
38 H -1.1259 4.0584 1.0821
39 H -0.9839 2.9221 2.4156
40 H 1.2664 2.7843 2.1529
41 H 1.1700 4.0524 0.9379
42 H 0.9439 2.3951 -0.8469
43 H 2.3418 1.9790 0.1495
44 H -3.0098 -1.5532 1.3981
45 H -3.1674 0.1357 1.9328
46 H -6.4627 -1.8445 -1.0847
47 H -6.6733 -0.9673 -2.6088
48 H -5.0853 -1.6109 -2.1707

Computed properties:
- HOMO energy (eV) = -7.750
- Kohn-Sham gap (eV) = 8.45
- SMILES = CCOC(=O)Cn1c2c(c(-c3ccccc3OC)cc1=O)CCCC2

---

x.
The following is a quantum chemistry calculation of C20H23NO4 in the gas phase, from the Open Molecules 2025 dataset.

Positions of all 48 atoms, in Å:
1 C 7.3154 1.2831 0.7166
2 H 7.5250 0.4106 1.3437
3 O 6.5343 0.9394 -0.4025
4 C 5.2964 0.4183 -0.2001
5 C 4.7145 0.1927 1.0447
6 C 3.4456 -0.3457 1.1310
7 C 2.7157 -0.6790 -0.0096
8 C 3.3154 -0.4496 -1.2534
9 C 4.5760 0.0899 -1.3513
10 H 5.0360 0.2676 -2.3106
11 H 2.7757 -0.6980 -2.1564
12 C 1.3860 -1.2597 0.0368
13 C 0.6187 -1.4162 1.1200
14 C -0.7587 -1.9587 1.1263
15 O -1.5801 -1.5993 1.9494
16 N -1.0177 -2.9165 0.1983
17 H -0.3142 -3.1239 -0.4918
18 C -2.3543 -3.3896 -0.0605
19 H -2.3330 -4.4750 -0.1992
20 H -2.9449 -3.1449 0.8248
21 C -2.9694 -2.7052 -1.2954
22 C -2.9934 -1.2206 -1.0737
23 C -1.9482 -0.4158 -1.4919
24 C -1.9288 0.9315 -1.1779
25 C -2.9495 1.5185 -0.4432
26 C -4.0194 0.7104 -0.0134
27 C -4.0141 -0.6394 -0.3400
28 H -4.8420 -1.2336 0.0142
29 O -5.1183 1.1183 0.6835
30 C -5.0686 2.2787 1.4834
31 H -5.9699 2.2420 2.0960
32 H -5.0736 3.1897 0.8811
33 H -4.1896 2.2783 2.1318
34 O -2.9770 2.8570 -0.1321
35 C -1.8584 3.6438 -0.4502
36 H -2.0745 4.6327 -0.0473
37 H -1.7122 3.7222 -1.5330
38 H -0.9456 3.2556 0.0136
39 H -1.0977 1.5280 -1.5191
40 H -1.1385 -0.8300 -2.0750
41 H -3.9794 -3.0897 -1.4392
42 H -2.3743 -2.9484 -2.1789
43 H 0.9349 -1.0512 2.0860
44 H 1.0065 -1.5619 -0.9327
45 H 3.0217 -0.5166 2.1080
46 H 5.2433 0.4313 1.9542
47 H 6.8335 2.0586 1.3205
48 H 8.2507 1.6699 0.3151

Computed properties:
- HOMO energy (eV) = -7.854
- Kohn-Sham gap (eV) = 8.27
- SMILES = COc1ccc(/C=C/C(=O)NCCc2ccc(OC)c(OC)c2)cc1

---

Stability check: which of them is least stable? x.

---

w.
The following is a quantum chemistry calculation of 2 unconnected molecules or ions with the total composition C6H14N2, from the Open Molecules 2025 dataset.

Positions of all 22 atoms, in Å:
1 C 0.7558 0.0624 -1.1453
2 C 0.6635 -2.5194 -0.9542
3 C 0.0130 1.3032 -1.6089
4 C -0.1603 -1.2701 -1.0429
5 N -1.3971 -1.2844 -0.9495
6 H -2.0005 1.6583 1.2508
7 H 1.2967 0.2280 -0.2122
8 H 1.5088 -0.2131 -1.8879
9 H 1.0390 -2.7701 -1.9480
10 H 0.0476 -3.3444 -0.6021
11 H 1.5202 -2.3791 -0.2974
12 H -0.6239 1.0945 -2.4707
13 H 0.7055 2.1008 -1.8736
14 H -0.6288 1.7119 -0.8308
15 C 0.2986 1.2543 2.4575
16 C -0.6829 0.3523 1.7831
17 N -1.7403 0.6717 1.1661
18 H -1.8486 -0.3499 -0.5337
19 H -0.4353 -0.7077 1.7754
20 H 0.4034 0.9529 3.5018
21 H 1.2837 1.1487 2.0045
22 H -0.0181 2.2993 2.4178

Computed properties:
- HOMO energy (eV) = -8.570
- Kohn-Sham gap (eV) = 9.46
- SMILES = [H]/N=C(/C)CC.[H]/N=C\C

---

x.
The following is a quantum chemistry calculation of a molecular structure, C6H14N2, from the Open Molecules 2025 dataset.

Positions of all 22 atoms, in Å:
1 C -1.6074 -0.4161 1.1969
2 C -1.8812 0.8377 -1.2258
3 N -0.9784 0.4470 0.2046
4 H -0.8577 1.3759 0.6015
5 H -1.8331 -1.3798 0.7395
6 H -2.5406 0.0198 1.5695
7 H -0.9366 -0.5675 2.0462
8 H -1.5936 1.8017 -1.6258
9 H -2.8855 0.9100 -0.8004
10 H -1.8385 0.0273 -1.9461
11 C 0.8673 -1.2995 -0.7544
12 C 0.7848 0.1859 -0.4412
13 C 1.6628 0.6440 0.6774
14 C 2.3391 -0.1201 1.5276
15 N 0.7644 1.0749 -1.4620
16 H 0.9106 0.6335 -2.3683
17 H 1.6913 1.7229 0.7767
18 H 0.5180 -1.8949 0.0896
19 H 1.8980 -1.5818 -0.9723
20 H 0.2474 -1.5353 -1.6239
21 H 2.3761 -1.1972 1.4415
22 H 2.8927 0.3117 2.3494

Computed properties:
- HOMO energy (spin up / spin down) (eV) = -7.238 / -7.237
- Kohn-Sham gap (spin up / spin down) (eV) = 8.03 / 8.03

---

Stability check: which of them is least stable? x.